Entry i
C10H16O | wB97M-V/def2-TZVPD

```
! wB97M-V def2-TZVPD RIJCOSX def2/J DEFGRID3
* xyz 0 1
C -3.026 -1.276 0.333
C -2.072 -0.199 0.185
C -1.713 0.672 1.157
C -0.919 1.698 0.853
C -0.468 1.633 -0.479
O 0.073 2.741 -1.098
C -0.613 0.580 -1.461
C -1.556 -0.361 -1.099
H -2.383 -2.034 0.880
H -3.501 -1.794 -0.483
H -3.636 -1.132 1.284
H -2.167 0.452 2.140
H -0.815 2.399 1.674
H 0.288 3.348 -0.340
H 0.187 0.591 -2.257
H -1.788 -1.159 -1.883
C 2.882 -0.835 1.575
C 3.127 -1.088 0.041
C 2.746 -2.529 -0.406
H 2.047 -0.059 1.823
H 3.760 -0.685 2.051
H 2.341 -1.757 1.897
H 2.418 -0.434 -0.618
H 4.114 -0.859 -0.146
H 3.270 -3.238 0.352
H 1.618 -2.685 -0.469
H 3.336 -2.653 -1.321
*
```

Summary:
- E_HOMO (eV) = -7.81
- gap between HOMO and LUMO (eV) = 8.66



Entry ii
C10H16O | wB97M-V/def2-TZVPD

```
! wB97M-V def2-TZVPD RIJCOSX def2/J DEFGRID3
* xyz 0 1
C -1.297 3.420 -1.086
C -0.209 2.696 -0.317
C -0.177 1.239 -0.829
C -1.145 0.327 -0.571
C -1.019 -1.039 -0.907
C 0.014 -1.358 -1.748
O 0.360 -2.593 -2.104
C 0.871 -0.359 -2.234
C 0.887 0.962 -1.795
H -1.280 4.529 -0.987
H -2.281 3.109 -0.749
H -1.379 3.203 -2.278
H 0.735 3.244 -0.434
H -0.636 2.532 0.689
H -2.009 0.544 0.142
H -1.769 -1.741 -0.647
H -0.003 -3.281 -1.590
H 1.630 -0.807 -2.907
H 1.550 1.614 -2.127
C 0.542 -2.673 2.437
C 1.232 -1.468 3.087
H 0.541 -2.345 1.421
H 1.226 -3.529 2.414
H -0.441 -2.841 2.832
H 1.614 -1.641 4.084
H 0.397 -0.748 3.410
H 2.046 -0.997 2.793
*
```

Summary:
- E_HOMO (eV) = -8.24
- gap between HOMO and LUMO (eV) = 9.07



Entry iii
C10H16O | wB97M-V/def2-TZVPD

```
! wB97M-V def2-TZVPD RIJCOSX def2/J DEFGRID3
* xyz 0 1
C 2.423 -0.195 0.068
C 1.097 0.581 -0.130
C 0.147 0.522 1.039
C 0.251 -0.428 2.034
C -0.618 -0.428 3.112
C -1.458 0.667 3.344
O -2.122 0.760 4.560
C -1.647 1.574 2.326
C -0.745 1.582 1.252
H 2.230 -1.260 0.252
H 2.993 0.252 0.878
H 3.031 -0.154 -0.854
H 1.381 1.551 -0.545
H 0.705 0.146 -1.080
H 0.821 -1.354 2.036
H -0.769 -1.389 3.659
H -2.372 -0.161 4.712
H -2.394 2.318 2.596
H -0.801 2.380 0.510
C -1.000 -0.933 -3.799
C 0.507 -0.801 -3.556
H -1.452 -1.766 -3.247
H -1.610 -0.027 -3.556
H -1.233 -1.206 -4.805
H 0.874 -1.004 -2.569
H 0.821 0.187 -3.871
H 0.942 -1.414 -4.365
*
```

Summary:
- E_HOMO (eV) = -8.58
- gap between HOMO and LUMO (eV) = 9.44



Which structure is most stable? entry iii, by 24.3 kcal/mol over the runner-up.